[1]
Below is a structure of composition C32H31Cl2F3N4O7SSc in a non-equilibrium geometry, with properties calculated with ωB97M-V/def2-TZVPD.

```
81
Properties=species:S:1:pos:R:3
Sc -0.0781 -0.3842 -0.3551
C 4.5043 -0.5459 5.4147
C 3.7024 -0.2898 4.1668
C 3.2955 0.9653 3.8057
C 2.5578 1.2058 2.6220
C 2.1706 2.5313 2.3441
N 1.5623 2.9886 1.2887
C 1.2024 4.3915 1.1563
C -0.2511 4.6134 0.6965
C -1.2188 3.5229 1.1254
N -1.3351 3.4715 2.5736
C -1.9447 2.5821 3.3121
C -2.4983 1.3169 3.0324
C -3.5426 0.9741 3.9376
C -4.2865 -0.1629 3.8255
C -5.4436 -0.4569 4.7410
C -3.9298 -1.0497 2.8001
C -2.8710 -0.8404 1.9418
C -2.5756 -1.9323 1.0282
N -1.5624 -2.0726 0.2778
C -1.4769 -3.3300 -0.4658
C -0.3672 -4.2107 0.1023
C 1.0312 -3.6499 -0.1297
N 1.2363 -2.3869 0.5701
C 2.1937 -2.3538 1.4027
C 2.5728 -1.1917 2.1929
C 3.3296 -1.3573 3.3316
C 2.1830 0.1163 1.7704
O 1.5501 0.3132 0.6826
C -2.0785 0.3592 2.0243
O -1.0046 0.4995 1.3527
H 4.8766 0.3851 5.8381
H 5.3575 -1.1894 5.1987
H 3.8976 -1.0445 6.1730
H 3.5537 1.8148 4.4300
H 2.3989 3.2703 3.1092
H 1.3640 2.3389 0.5165
H 1.8666 4.8661 0.4338
H 1.3730 4.8640 2.1252
H -0.2885 4.6645 -0.3871
H -0.5831 5.5870 1.0681
H -0.9058 2.5524 0.7585
H -2.2090 3.7173 0.7017
H -1.0605 4.3218 3.0446
H -2.1179 2.9319 4.3260
H -3.7864 1.6832 4.7222
H -5.4200 0.1903 5.6157
H -5.4263 -1.4939 5.0760
H -6.3908 -0.2913 4.2241
H -4.4907 -1.9750 2.7093
H -3.3223 -2.7328 1.0467
H -1.2717 -3.1012 -1.5109
H -2.4258 -3.8720 -0.4097
H -0.4237 -5.1863 -0.3828
H -0.5270 -4.3513 1.1750
H 1.1654 -3.4626 -1.1974
H 1.7696 -4.3948 0.1857
H 2.7928 -3.2541 1.5797
H 3.6439 -2.3590 3.6094
Cl -2.1347 5.1668 -5.0540
C -1.4537 4.0174 -3.9550
C -0.0807 4.0775 -3.6665
C 0.4647 3.2041 -2.7660
Cl 2.1553 3.2412 -2.4079
C -0.3190 2.2352 -2.0727
O 0.1974 1.5123 -1.1410
C -1.6834 2.1435 -2.4662
C -2.4449 1.0422 -1.9773
O -2.0260 0.1809 -1.1981
C -2.2335 3.0472 -3.3934
H 0.5477 4.8081 -4.1576
H -3.4710 0.9404 -2.3572
H -3.2764 2.9582 -3.6730
F 0.9933 -3.3943 -3.7234
C 1.2616 -2.1555 -4.1700
F 2.5494 -1.8918 -3.9400
F 1.0365 -2.1080 -5.4713
S 0.1882 -0.9728 -3.2293
O 0.2486 0.2831 -3.9040
O -1.0894 -1.6248 -3.1370
O 0.8985 -1.0107 -1.9186
```

As for the total charge: +1. Its lowest unoccupied orbital energy is -3.5717 eV. The HOMO energy is -0.3772 hartree.

Mulliken population analysis, charges in e, atoms 1 to 8: atom 1 (Sc): -0.639, atom 2 (C): -1.689, atom 3 (C): 0.090, atom 4 (C): -0.819, atom 5 (C): 0.310, atom 6 (C): 0.449, atom 7 (N): 0.404, atom 8 (C): -1.048

[2]
Below is a structure of composition C32H31F3N7O3SV, with properties calculated with ωB97M-V/def2-TZVPD.

```
78
Properties=species:S:1:pos:R:3
V 0.1544 -0.2085 0.2501
F -2.7540 -4.5185 -1.5566
C -1.8623 -3.5492 -1.8330
C -1.5784 -2.6001 -0.8694
C -0.6605 -1.5966 -1.1450
C -0.0402 -1.5510 -2.4052
C -0.3531 -2.5426 -3.3337
F 0.2271 -2.5681 -4.5540
C -1.2597 -3.5497 -3.0733
C 0.8882 -0.4325 -2.6603
C 1.5364 -0.1624 -3.8665
C 2.3532 0.9479 -3.9679
C 2.5200 1.7860 -2.8762
C 1.8521 1.4652 -1.7126
N 1.0626 0.3950 -1.6087
H -2.0652 -2.6832 0.0933
H -1.4814 -4.3038 -3.8139
H 1.4028 -0.8149 -4.7112
H 2.8568 1.1571 -4.9026
H 3.1494 2.6626 -2.9193
H 1.9316 2.0732 -0.8209
F -0.2530 6.3603 2.0464
C 0.6682 5.4392 2.4445
C 0.5901 4.1745 1.9147
C 1.5716 3.2112 2.2625
C 1.4940 1.8875 1.7783
O 0.4456 1.5712 1.0317
C 2.5157 0.9559 2.1659
C 3.5063 1.3979 2.9857
N 3.6064 2.6741 3.4448
C 4.6795 3.0291 4.3337
C 6.0598 2.5360 4.0298
C 5.7282 3.9877 3.8440
C 2.6227 3.6157 3.1417
C 2.6426 4.8862 3.6801
C 1.6455 5.8302 3.3421
N 1.7451 7.1527 3.8818
C 2.5308 8.0708 3.0778
C 2.9535 9.2555 3.9249
N 1.7167 9.9041 4.4926
C 0.8776 8.9244 5.2753
C 0.5256 7.7709 4.3572
C 2.6498 -0.4864 1.7369
O 3.5760 -1.1635 2.1237
O 1.7451 -0.9182 0.9015
H -0.1863 3.9350 1.2033
H 4.2828 0.7145 3.2951
H 4.3869 3.0984 5.3763
H 6.1939 1.9425 3.1369
H 6.6761 2.2489 4.8687
H 5.6162 4.3368 2.8267
H 6.1264 4.7053 4.5477
H 3.4035 5.1861 4.3852
H 1.9789 8.4266 2.1898
H 3.4240 7.5615 2.7190
H 3.4897 10.0123 3.3552
H 3.5486 8.9362 4.7785
H 1.1536 10.2693 3.7200
H 1.9712 10.7001 5.0778
H -0.0006 9.4604 5.6310
H 1.4873 8.5990 6.1161
H -0.1201 8.1413 3.5461
H -0.0573 7.0397 4.9161
C -1.1187 -3.7791 5.1883
C -2.0215 -3.5945 3.9694
C -1.8592 -2.2427 3.3550
N -1.1070 -2.0082 2.3437
N -1.0797 -0.6885 1.9851
C -1.8201 0.0800 2.7444
N -1.9502 1.4118 2.5473
S -2.6294 -0.8078 3.9864
H -1.2469 -4.7762 5.6070
H -1.3509 -3.0544 5.9701
H -0.0723 -3.6567 4.9103
H -3.0676 -3.7519 4.2389
H -1.7726 -4.3187 3.1939
H -1.1841 1.8359 2.0250
H -2.3703 1.9593 3.2777
```

As for the total charge: +1. Its lowest unoccupied orbital energy (alpha / beta) is -2.9418 / -2.9434 eV. As for the multiplicity: 4. The HOMO energy (alpha / beta) is -0.2644 / -0.3686 hartree.

Mulliken population analysis, charges in e, atoms 1 to 8: atom 1 (V): -0.307, atom 2 (F): -0.331, atom 3 (C): 0.411, atom 4 (C): -0.377, atom 5 (C): -0.182, atom 6 (C): 0.476, atom 7 (C): 0.383, atom 8 (F): -0.334

[3]
Below is a cluster of 2 separate species, C32H31N2O in total in a non-equilibrium geometry, with properties calculated with ωB97M-V/def2-TZVPD.

```
66
Properties=species:S:1:pos:R:3
C 0.5142 -0.8513 -2.0165
C 1.7745 -1.4762 -2.3209
C 2.8684 -0.7329 -2.8312
C 4.0873 -1.3410 -3.0875
C 4.2469 -2.7200 -2.8799
C 3.1709 -3.4837 -2.4142
C 1.9465 -2.8789 -2.1576
C -0.7009 -1.5342 -2.0553
C -1.9125 -0.8564 -2.1609
C -3.1643 -1.4413 -2.5256
C -4.3076 -0.6156 -2.7252
C -5.5421 -1.1644 -3.0515
C -5.6835 -2.5572 -3.1870
C -4.5649 -3.3865 -3.0286
C -3.3182 -2.8458 -2.7155
H 0.4880 0.2378 -1.9846
H 2.7149 0.3306 -3.0302
H 4.9195 -0.7432 -3.4663
H 5.2080 -3.1940 -3.0936
H 3.2774 -4.5619 -2.2666
H 1.1111 -3.4845 -1.8094
H -0.6937 -2.6288 -2.0819
H -1.8852 0.2234 -2.0051
H -4.1917 0.4664 -2.6194
H -6.4022 -0.5137 -3.2052
H -6.6593 -2.9836 -3.4274
H -4.6710 -4.4660 -3.1520
H -2.4450 -3.4922 -2.6147
C 1.1991 -2.1375 1.0045
O 0.4486 -1.0578 1.5892
C 0.8175 0.2178 1.4703
C 2.1187 0.5606 0.8984
C 2.1597 1.3129 -0.2831
C 3.3810 1.7301 -0.8039
C 4.5668 1.3326 -0.1855
C 4.5384 0.5460 0.9738
C 3.3193 0.1599 1.5267
C -0.0011 1.1600 2.1339
N 0.1065 2.5301 2.1458
C 1.1574 3.3598 1.6081
C -0.9888 3.0782 2.7998
C -1.6999 2.0307 3.3485
C -2.8478 2.2418 4.1074
C -3.2854 3.5678 4.2542
C -2.5748 4.6361 3.6734
C -1.3948 4.4036 2.9484
N -1.0538 0.8601 2.9700
C -1.4293 -0.4416 3.4545
H 0.8496 -3.0401 1.5060
H 0.9420 -2.1781 -0.0529
H 2.2829 -2.0091 1.1320
H 1.2079 1.5755 -0.7450
H 3.4046 2.3521 -1.7036
H 5.5223 1.6387 -0.6136
H 5.4717 0.2273 1.4493
H 3.2616 -0.4510 2.4362
H 1.0708 4.3444 2.0790
H 2.1353 2.9339 1.8489
H 1.0578 3.4900 0.5256
H -3.3611 1.3872 4.5458
H -4.1959 3.7552 4.8248
H -2.9463 5.6577 3.7728
H -0.8088 5.1999 2.4878
H -2.1346 -0.2793 4.2740
H -1.9356 -1.0294 2.6780
H -0.5471 -0.9709 3.8340
```

As for the total charge: +1. Its lowest unoccupied orbital energy is -5.2935 eV. The HOMO energy is -0.3027 hartree.

natural (NBO) population analysis, charges in e, atoms 1 to 8: atom 1 (C): 0.023, atom 2 (C): -0.175, atom 3 (C): -0.120, atom 4 (C): -0.220, atom 5 (C): -0.138, atom 6 (C): -0.241, atom 7 (C): -0.092, atom 8 (C): -0.292

Which formula does entry 1 have? C32H31Cl2F3N4O7SSc